Record 1
The following is a quantum chemistry calculation of 9 unconnected molecules or ions with the total composition C19H23Cl24N2O2, from the Open Molecules 2025 dataset.

CARTESIAN COORDINATES (ANGSTROEM)
C (1.5745, -1.6871, -1.9960)
O (0.5350, -1.6424, -2.9430)
C (-0.7152, -1.1094, -2.4294)
N (-1.1480, -0.0234, -3.2364)
C (-1.9609, 0.8937, -2.5039)
C (-1.2141, 2.2022, -2.1399)
C (-0.2352, 2.0852, -1.0101)
O (-0.5055, 1.5457, 0.0403)
N (1.0774, 2.7014, -1.1433)
C (2.0388, 2.0014, -1.9720)
C (3.2394, 1.6368, -1.3721)
C (4.2348, 1.0044, -2.0995)
C (4.0395, 0.7128, -3.4435)
C (2.8301, 1.0437, -4.0406)
C (1.8394, 1.6884, -3.3171)
H (1.7490, -2.7117, -1.6384)
H (1.3934, -1.0171, -1.1531)
H (2.4998, -1.3569, -2.4792)
H (-0.6226, -0.8273, -1.3636)
H (-1.4381, -1.9432, -2.4594)
H (-2.8235, 1.1992, -3.1146)
H (-2.3698, 0.4560, -1.5740)
H (-0.7681, 2.5842, -3.0519)
H (-1.9406, 2.9631, -1.7994)
H (0.9804, 3.6694, -1.4234)
H (3.3900, 1.8339, -0.3211)
H (5.1704, 0.7432, -1.6190)
H (4.8082, 0.2170, -4.0240)
H (2.6559, 0.7931, -5.0790)
H (0.9193, 1.9342, -3.8182)
C (4.6772, 3.3821, 2.8927)
Cl (6.2033, 3.3198, 2.0038)
Cl (3.3105, 3.0529, 1.8401)
Cl (4.7019, 2.2481, 4.2476)
H (4.5651, 4.3812, 3.2915)
C (-1.9654, -5.4613, -3.0296)
Cl (-1.4500, -6.8039, -1.9882)
Cl (-3.5278, -4.8358, -2.4732)
Cl (-0.7761, -4.1780, -3.0930)
H (-2.1078, -5.8577, -4.0262)
C (-1.9988, 2.7222, 2.3092)
Cl (-1.7838, 1.6204, 3.6766)
Cl (-3.5781, 2.5330, 1.5427)
Cl (-1.8185, 4.4035, 2.8395)
H (-1.2303, 2.4926, 1.5770)
C (0.1332, 4.3800, 6.3732)
Cl (0.2305, 6.1062, 6.0273)
Cl (1.5767, 3.5479, 5.8246)
Cl (-0.1347, 4.1078, 8.1042)
H (-0.7150, 3.9739, 5.8351)
C (-4.3526, -2.0781, 2.7064)
Cl (-3.7450, -3.0240, 1.3486)
Cl (-3.6523, -2.6427, 4.2328)
Cl (-4.0242, -0.3691, 2.4494)
H (-5.4238, -2.2145, 2.7654)
C (-5.8230, 0.2030, -2.3543)
Cl (-5.1841, -0.6580, -3.7509)
Cl (-5.1256, -0.4463, -0.8735)
Cl (-5.5020, 1.9392, -2.4758)
H (-6.8957, 0.0711, -2.3315)
C (1.0263, 0.4037, 9.0841)
Cl (-0.2316, -0.7662, 8.6894)
Cl (1.5275, 0.2437, 10.7712)
Cl (2.4022, 0.2444, 7.9987)
H (0.6139, 1.3956, 8.9519)
C (2.2699, -7.7768, -4.4635)
Cl (2.2451, -8.3067, -6.1528)
Cl (1.3482, -6.3006, -4.2423)
Cl (1.6812, -9.0644, -3.4054)
H (3.2995, -7.5786, -4.1985)

Results
Molecular weight = 1162.28 g mol⁻¹
Gap between HOMO and LUMO = 3.841 eV
Charge = -1
HOMO energy = -2.096 eV

Record 2
The following is a quantum chemistry calculation of a molecular structure, C28H29BrIrN3O8P2, from the Open Molecules 2025 dataset.

CARTESIAN COORDINATES (ANGSTROEM)
Ir (-1.0389, -0.1250, 0.2413)
O (-1.8031, -0.4408, -4.1288)
C (-0.7089, 0.2879, -4.4674)
C (-0.6632, 0.7680, -5.7738)
C (0.4325, 1.4770, -6.2261)
C (1.5109, 1.7128, -5.3817)
C (1.4613, 1.2412, -4.0824)
C (0.3548, 0.5433, -3.5961)
C (0.3716, 0.0191, -2.1814)
O (-0.9425, -0.2090, -1.6984)
N (1.0442, 0.9483, -1.2861)
N (0.8778, 0.5953, 0.0140)
C (1.4495, 1.5475, 0.8626)
C (1.7292, 1.3300, 2.1275)
Br (-1.3037, -0.0476, 2.6793)
C (2.0952, 1.1362, 3.3592)
C (3.4558, 0.6992, 3.7502)
C (3.9007, 0.9449, 5.0459)
C (5.1802, 0.5725, 5.4307)
C (6.0248, -0.0522, 4.5247)
C (5.5851, -0.3029, 3.2308)
C (4.3078, 0.0701, 2.8457)
H (-1.7536, -0.6430, -3.1784)
H (-1.5057, 0.5580, -6.4202)
H (0.4494, 1.8412, -7.2456)
H (2.3785, 2.2558, -5.7314)
H (2.3042, 1.4095, -3.4224)
H (0.9326, -0.9228, -2.1264)
H (0.8884, 1.9380, -1.4783)
H (1.7076, 2.4990, 0.4071)
H (1.3624, 1.2937, 4.1458)
H (3.2395, 1.4289, 5.7551)
H (5.5158, 0.7686, 6.4411)
H (7.0216, -0.3472, 4.8261)
H (6.2374, -0.7957, 2.5211)
H (3.9626, -0.1247, 1.8370)
N (-5.0969, 2.9162, -0.7291)
C (-3.8337, 2.0773, -0.8411)
C (-3.7056, 1.6085, -2.2846)
P (-4.1707, 0.6420, 0.2711)
O (-3.9874, 1.3138, 1.7129)
O (-5.5740, 0.2681, -0.0140)
O (-3.0763, -0.4005, 0.0523)
P (-2.3711, 3.0761, -0.3378)
O (-2.9665, 3.8571, 0.9457)
O (-2.0261, 4.0381, -1.3942)
O (-1.3725, 2.0429, 0.1432)
H (-5.8769, 2.2502, -0.5923)
H (-5.2324, 3.4729, -1.5718)
H (-5.0220, 3.5441, 0.0765)
H (-4.5693, 1.0151, -2.5919)
H (-2.8206, 0.9832, -2.3788)
H (-3.5720, 2.4677, -2.9450)
H (-3.4744, 0.7613, 2.3340)
H (-2.9588, 3.2722, 1.7190)
C (2.2752, -4.3087, 2.2856)
C (2.2220, -2.9062, 2.4035)
C (1.2486, -2.1846, 1.7677)
C (0.2547, -2.8138, 0.9803)
C (-0.8163, -2.1152, 0.3219)
C (-1.7594, -2.8499, -0.3666)
C (-1.6903, -4.2510, -0.4672)
C (-0.6770, -4.9284, 0.1406)
C (0.3072, -4.2305, 0.8808)
C (1.3354, -4.9513, 1.5363)
H (3.0500, -4.8672, 2.7955)
H (2.9547, -2.3970, 3.0159)
H (1.2215, -1.1156, 1.8929)
H (-2.5722, -2.3421, -0.8638)
H (-2.4464, -4.7805, -1.0328)
H (-0.6123, -6.0084, 0.0770)
H (1.3501, -6.0308, 1.4379)

Results
Energy relative to the best compared isomer or geometry (same formula, charge and spin) = 0.851 eV
Molecular weight = 869.62 g mol⁻¹
Gap between HOMO and LUMO (alpha / beta) = 4.652 / 4.710 eV
HOMO energy (alpha / beta) = -7.698 / -7.720 eV

Record 3
The following is a quantum chemistry calculation of a molecular structure, C36H56BrLuN7O6PS2Se2, from the Open Molecules 2025 dataset.

CARTESIAN COORDINATES (ANGSTROEM)
Lu (-0.1618, 0.5715, 0.4506)
N (-0.6004, 2.9623, 1.4255)
C (0.6737, 3.6622, 1.8395)
C (0.4658, 4.4363, 3.1916)
C (1.5131, 5.4947, 3.6039)
C (2.6495, 5.0178, 4.4551)
N (2.2402, 4.5518, 5.7963)
C (2.1744, 3.2551, 6.2239)
N (2.3156, 2.2328, 5.4625)
N (1.9106, 3.0664, 7.5228)
C (1.6905, 2.4829, 1.8290)
O (2.5350, 2.3817, 2.7537)
O (1.6350, 1.5740, 0.9154)
H (-1.1496, 3.5404, 0.8506)
H (-1.0188, 2.8155, 2.3270)
H (0.9710, 4.3548, 1.0148)
H (0.1788, 3.7544, 4.0445)
H (-0.4245, 4.9578, 2.9459)
H (1.0673, 6.3975, 4.1201)
H (2.0339, 5.7966, 2.6770)
H (3.3615, 5.7898, 4.7316)
H (3.2501, 4.2713, 3.9689)
H (2.3314, 5.2697, 6.5145)
H (2.4808, 2.2908, 4.4410)
H (2.1428, 1.3224, 5.8514)
H (1.5331, 3.8128, 8.0544)
H (1.9937, 2.1581, 7.9751)
C (-3.6628, 0.6200, 1.1246)
O (-2.5998, 0.6362, 0.1266)
C (-2.9734, 0.5859, -1.2168)
C (-4.1832, 1.1073, -1.6435)
C (-4.5638, 0.9466, -2.9575)
Br (-6.2929, 1.5393, -3.5689)
C (-3.7963, 0.1946, -3.8298)
C (-2.5937, -0.4479, -3.3467)
C (-2.1766, -0.1311, -2.0691)
O (-0.9713, -0.6164, -1.5793)
C (-1.9168, -1.3079, -4.2884)
N (-0.6551, -1.1540, -4.5211)
C (-0.3646, -1.9172, -5.6586)
C (0.7345, -1.9350, -6.4629)
C (0.6484, -2.7983, -7.5263)
C (-0.4187, -3.7446, -7.7020)
C (-1.5222, -3.6469, -6.9739)
C (-1.5239, -2.6649, -5.9715)
N (-2.4884, -2.2531, -5.0712)
H (-3.2389, 0.0978, 1.9696)
H (-4.4538, 0.0516, 0.7027)
H (-3.9004, 1.6315, 1.4115)
H (-4.8076, 1.6869, -0.9322)
H (-4.0407, 0.1125, -4.8675)
H (-0.4463, -0.7931, -2.3924)
H (1.6184, -1.2972, -6.3669)
H (1.4575, -2.7750, -8.2470)
H (-0.5417, -4.4336, -8.5326)
H (-2.4698, -4.1469, -7.1509)
H (-3.3748, -2.7150, -4.9266)
C (2.9688, -3.9009, -4.6294)
Se (1.6028, -4.7265, -3.5255)
C (1.3735, -3.1781, -2.4419)
C (2.4413, -2.8750, -1.4499)
Se (2.0656, -1.0415, -0.6230)
C (3.6768, -0.3122, -1.5723)
H (2.5993, -2.9492, -4.8107)
H (3.1471, -4.4492, -5.5272)
H (3.9295, -3.7704, -4.1732)
H (0.3687, -3.2102, -1.9769)
H (1.3016, -2.3327, -3.1616)
H (3.3959, -2.7553, -1.9851)
H (2.6319, -3.5858, -0.6384)
H (4.4836, -1.0294, -1.4616)
H (4.0459, 0.5777, -1.0225)
H (3.6226, -0.0702, -2.6497)
C (-0.3383, 4.1541, -5.1925)
C (-0.2522, 3.2917, -3.9412)
C (0.9420, 2.7204, -3.5302)
C (1.0269, 2.1518, -2.2486)
N (-0.0211, 2.1317, -1.4273)
C (-1.1723, 2.7151, -1.7863)
C (-1.3485, 3.3471, -3.0399)
H (-1.0491, 5.0205, -5.1271)
H (-0.4978, 3.5270, -6.0544)
H (0.5868, 4.6980, -5.3523)
H (1.8612, 2.7698, -4.2262)
H (1.9338, 1.6858, -1.9289)
H (-2.0185, 2.7455, -1.1080)
H (-2.2134, 3.8446, -3.3686)
C (-2.7063, -4.3553, 3.7254)
C (-2.9268, -2.9669, 4.4235)
C (-2.2167, -2.7811, 5.7824)
O (-2.4782, -1.8275, 3.6156)
P (-1.1015, -1.5439, 2.9081)
S (-0.6460, 0.4115, 3.1634)
S (-1.0114, -2.1233, 0.9795)
O (-0.0453, -2.3233, 3.7482)
C (1.2295, -2.8873, 3.1815)
C (1.3293, -4.3184, 3.7038)
C (2.3901, -2.0646, 3.6536)
H (-3.4489, -5.0458, 4.0985)
H (-1.7383, -4.7431, 4.0099)
H (-2.9115, -4.1663, 2.6906)
H (-3.9941, -2.7252, 4.5074)
H (-1.1860, -3.0982, 5.7829)
H (-2.7422, -3.3564, 6.5305)
H (-2.2704, -1.7357, 6.1490)
H (1.1424, -2.7971, 2.1199)
H (1.7643, -4.3421, 4.6830)
H (1.8959, -4.9482, 3.0175)
H (0.2550, -4.5748, 3.6870)
H (2.3549, -1.9733, 4.7601)
H (2.3969, -1.0198, 3.2677)
H (3.2971, -2.5418, 3.2734)

Results
Energy relative to the best compared isomer or geometry (same formula, charge and spin) = 2.532 eV
Molecular weight = 1190.79 g mol⁻¹
Gap between HOMO and LUMO = 7.770 eV
Charge = +2
HOMO energy = -11.866 eV

Record 4
The following is a quantum chemistry calculation of 2 unconnected molecules or ions with the total composition CH7NS, from the Open Molecules 2025 dataset.

CARTESIAN COORDINATES (ANGSTROEM)
S (2.5370, -0.2459, 0.0809)
H (3.7354, 0.3151, 0.3071)
C (-1.2388, 0.5566, -0.2872)
N (-0.3854, -0.6278, 0.2710)
H (-1.0625, 0.8396, -1.3800)
H (-2.2748, 0.3350, -0.1672)
H (-0.9759, 1.4275, 0.2976)
H (1.0812, -0.4188, -0.0170)
H (-0.7884, -1.3209, -0.3470)
H (-0.6279, -0.8605, 1.2417)

Results
Energy relative to the best compared isomer or geometry (same formula, charge and spin) = 2.453 eV
Molecular weight = 65.14 g mol⁻¹
Gap between HOMO and LUMO = 8.655 eV
SMILES = CN.S
HOMO energy = -8.086 eV

Record 5
The following is a quantum chemistry calculation of a molecular structure, C14H25Cl8Mg2O6, from the Open Molecules 2025 dataset.

CARTESIAN COORDINATES (ANGSTROEM)
Mg (-0.0050, 1.7687, -2.8950)
Mg (2.3775, 0.7903, -0.6704)
C (2.5437, 4.9469, -1.5270)
C (1.9692, 3.5535, -1.4861)
O (1.0984, 3.2117, -2.2115)
O (2.5260, 2.7205, -0.7514)
H (3.6239, 5.0513, -1.4254)
H (1.9324, 5.5501, -0.8558)
H (2.5019, 5.3101, -2.5539)
C (-1.1265, -0.8721, 0.3035)
C (0.1068, -0.1535, -0.1818)
O (1.1325, -0.1422, 0.5384)
O (0.2577, 0.5857, -1.2296)
H (-2.0061, -0.5447, -0.2507)
H (-1.3745, -0.5566, 1.3169)
H (-0.9509, -1.9476, 0.2837)
C (3.5368, 0.6965, -4.7340)
C (2.5404, 0.5335, -3.6252)
O (2.8047, 0.2309, -2.5131)
O (1.3444, 0.7939, -3.8732)
H (3.8460, -0.2237, -5.2297)
H (4.4567, 1.1257, -4.3367)
H (3.1696, 1.3079, -5.5582)
Cl (-5.6128, -2.0294, -0.3374)
C (-4.7090, -1.6768, 1.2174)
C (-4.8288, -2.8694, 2.2140)
Cl (-4.0370, -4.2979, 1.5223)
H (-5.2001, -0.8312, 1.6989)
H (-3.6790, -1.3550, 1.0643)
H (-5.8558, -3.0250, 2.5445)
H (-4.2591, -2.6469, 3.1162)
Cl (2.9721, -2.2338, 2.2117)
C (2.0476, -1.6430, 3.6127)
C (0.6529, -2.3059, 3.7906)
Cl (-0.3195, -1.5109, 5.0959)
H (2.0011, -0.5541, 3.5977)
H (2.6068, -1.7449, 4.5427)
H (0.7385, -3.3693, 4.0142)
H (0.1018, -2.2261, 2.8536)
Cl (-0.9854, 4.7268, 3.9598)
C (-0.0532, 3.2013, 4.0381)
C (-0.5346, 2.2129, 3.0393)
Cl (-0.2755, 2.7913, 1.4136)
H (-0.2798, 2.7858, 5.0200)
H (0.9653, 3.5324, 3.8355)
H (-1.5369, 1.8032, 3.1643)
H (0.0269, 1.2817, 2.9639)
Cl (-1.9136, -0.8699, -3.2089)
C (-1.5572, -2.6706, -3.3999)
C (-0.0283, -2.7804, -3.2177)
Cl (0.3998, -4.4253, -3.8849)
H (-1.8751, -2.9435, -4.4062)
H (-2.0521, -3.3918, -2.7495)
H (0.2877, -2.7296, -2.1758)
H (0.4868, -1.9410, -3.6848)

Results
Spin multiplicity = 2
Energy relative to the best compared isomer or geometry (same formula, charge and spin) = 0.000 eV
Molecular weight = 621.58 g mol⁻¹
Gap between HOMO and LUMO (alpha / beta) = 9.018 / 1.624 eV
Charge = +2
HOMO energy (alpha / beta) = -15.264 / -14.680 eV

Record 6
The following is a quantum chemistry calculation of a molecular structure, C27H56BCl2F2N3NaO8P2, from the Open Molecules 2025 dataset.

CARTESIAN COORDINATES (ANGSTROEM)
C (-5.0822, -1.7026, -1.1933)
O (-3.9948, -2.5749, -1.4734)
C (-4.3628, -3.9642, -1.4448)
C (-3.6765, -4.7620, -2.6483)
C (-2.6193, -3.9164, -3.4420)
C (-1.6565, -4.9228, -4.2124)
C (-0.1854, -4.7687, -3.6810)
C (0.1528, -5.5933, -2.3927)
C (-0.1176, -4.8619, -1.0348)
C (0.9063, -3.6779, -0.8205)
C (0.3198, -2.6167, 0.1591)
C (1.2182, -1.4207, 0.6123)
P (1.8380, -2.1475, 2.2947)
C (3.1098, -1.1366, 3.1682)
C (2.5942, -3.8373, 2.0564)
C (2.5714, -1.0287, -0.0987)
Cl (3.0310, -1.5734, -1.7800)
C (2.6776, 0.5916, -0.2216)
C (4.0769, 1.2171, 0.1628)
C (2.4319, 1.2332, -1.6469)
N (2.1236, 2.7003, -1.5141)
C (1.6121, 0.9548, 0.8997)
N (0.5550, -0.0587, 0.7285)
C (-0.4103, 0.2404, -0.4184)
C (-0.9634, 1.6931, -0.5064)
C (-2.5507, 1.6430, -0.5011)
C (-3.1916, 2.9729, -1.0194)
C (-2.6560, 4.2698, -0.3015)
N (-3.5241, 4.7527, 0.7891)
P (-0.6594, 0.1602, 2.1155)
O (-1.2674, -1.3677, 2.5354)
Cl (0.3133, 0.7935, 3.8496)
H (-6.0200, -2.2264, -0.8356)
H (-5.2591, -1.0647, -2.0862)
H (-4.7629, -1.0152, -0.3605)
H (-3.9346, -4.4087, -0.5084)
H (-5.4617, -4.1491, -1.5244)
H (-3.2323, -5.7019, -2.2504)
H (-4.4905, -5.0125, -3.3671)
H (-3.1221, -3.2543, -4.1806)
H (-1.9774, -3.2839, -2.7873)
H (-1.6440, -4.5690, -5.2743)
H (-2.0254, -5.9692, -4.2374)
H (0.4796, -5.1658, -4.4906)
H (0.0290, -3.6799, -3.6216)
H (-0.4869, -6.5114, -2.4151)
H (1.2180, -5.9117, -2.4145)
H (-0.1376, -5.5722, -0.1795)
H (-1.1349, -4.3922, -1.1191)
H (0.9495, -3.1910, -1.8277)
H (1.9380, -4.0241, -0.6162)
H (0.0011, -3.1846, 1.0766)
H (-0.6628, -2.3280, -0.2982)
H (3.6821, -0.4427, 2.5106)
H (3.8729, -1.8299, 3.6101)
H (2.7529, -0.5311, 4.0344)
H (3.0920, -4.1359, 3.0052)
H (1.9030, -4.6013, 1.6547)
H (3.4293, -3.7489, 1.3046)
H (3.5133, -1.2456, 0.4604)
H (3.9338, 2.3251, 0.1854)
H (4.7939, 0.8957, -0.6180)
H (4.4306, 0.9327, 1.1774)
H (1.5883, 0.7895, -2.2132)
H (3.3905, 1.1848, -2.2114)
H (2.7961, 3.2009, -2.0936)
H (1.2394, 2.8608, -1.9919)
H (2.2253, 0.9775, 1.8210)
H (1.4219, 2.0345, 0.7161)
H (-0.0406, -0.1892, -1.3759)
H (-1.3145, -0.3804, -0.1654)
H (-0.6746, 2.1909, -1.4562)
H (-0.6850, 2.3733, 0.3202)
H (-2.8574, 1.5115, 0.5710)
H (-2.9228, 0.7842, -1.1189)
H (-4.2912, 2.9286, -0.8276)
H (-3.0340, 3.0311, -2.1271)
H (-2.6763, 5.0843, -1.0793)
H (-1.6017, 4.1901, 0.0470)
H (-3.5773, 4.0783, 1.5476)
H (-4.4401, 4.9788, 0.4171)
H (-1.8731, -1.6168, 1.8236)
C (5.6825, 1.5118, 5.0367)
C (4.8577, 0.8974, 6.1549)
O (5.6670, 0.7680, 7.3222)
O (6.8177, 0.6990, 4.7748)
H (5.0999, 1.5988, 4.1167)
H (6.0433, 2.5054, 5.3259)
H (4.5333, -0.1076, 5.8808)
H (3.9789, 1.5070, 6.3887)
H (5.8353, 1.6540, 7.6597)
H (7.1048, 0.3594, 5.6322)
B (-1.8803, 10.1288, -1.2205)
O (-3.2184, 9.5582, -0.9479)
C (-3.1767, 8.2759, -1.2562)
O (-4.1049, 7.5096, -1.1509)
C (-1.8170, 7.9323, -1.7462)
O (-1.4566, 6.8380, -2.1061)
O (-1.0565, 9.0081, -1.7278)
F (-1.3193, 10.6446, -0.0329)
F (-1.9722, 11.1439, -2.1945)
Na (-6.5723, -2.7383, 0.4608)

Results
Energy relative to the best compared isomer or geometry (same formula, charge and spin) = 2.375 eV
Molecular weight = 755.41 g mol⁻¹
Gap between HOMO and LUMO = 4.108 eV
Charge = +1
HOMO energy = -9.591 eV